[1]
The following is a DFT calculation (ωB97M-V/def2-TZVPD) of a gas-phase ion, C5H9N2 (charge +1).

Element x y z (Å)
C: -0.31 -1.46 -1.68
C: 0.79 -1.07 -0.69
C: 0.26 -0.06 0.29
C: -0.64 -0.08 1.30
N: -0.80 1.22 1.74
C: 0.04 2.01 1.10
N: 0.71 1.26 0.23
H: 0.09 -1.78 -2.64
H: -0.91 -0.61 -1.98
H: -0.98 -2.24 -1.33
H: 1.62 -0.60 -1.22
H: 1.19 -1.92 -0.16
H: -1.14 -0.90 1.79
H: -1.29 1.49 2.58
H: 0.04 3.09 1.12
H: 1.33 1.66 -0.45

The total charge is +1. The value obtained for the relative energy (zero: lowest compared OMol25 entry of this formula, charge and spin) is 60.7 kJ/mol. As for the spin multiplicity: 1. Its SMILES is CCc1c[nH]c[nH+]1. As for the HOMO-LUMO gap: 11.0 eV. For the highest occupied orbital energy, the calculation gives -14.2892 eV.

=====

[2]
The following is a DFT calculation (ωB97M-V/def2-TZVPD) of a molecular structure, C6H14N2Si at a distorted geometry.

Element x y z (Å)
C: -3.49 0.61 0.30
C: -2.21 0.26 -0.02
C: 1.39 1.67 -0.10
C: 1.80 -0.82 1.67
C: 0.71 -1.25 -1.35
C: -1.01 0.21 0.63
N: -3.91 0.38 -0.97
N: -2.58 0.16 -1.39
Si: 0.82 -0.12 0.20
H: -4.07 0.79 1.17
H: 2.07 1.96 0.74
H: 1.81 1.84 -1.11
H: 0.50 2.36 -0.11
H: 2.40 0.07 1.99
H: 1.12 -1.01 2.53
H: 2.63 -1.56 1.34
H: 1.49 -1.41 -2.05
H: 0.32 -2.14 -1.04
H: -0.07 -0.78 -2.09
H: -1.26 0.54 1.69
H: -1.11 -2.40 0.57
H: -4.55 1.08 -1.49
H: -2.55 -0.78 -1.78

The total charge is 0. The value obtained for the relative energy (zero: lowest compared OMol25 entry of this formula, charge and spin) is 815.4 kJ/mol. As for the spin multiplicity: 1. As for the HOMO-LUMO gap (alpha / beta): 6.1 / 9.1 eV. For the highest occupied orbital energy (alpha / beta), the calculation gives -6.6371 / -8.9039 eV.

=====

[3]
The following is a DFT calculation (ωB97M-V/def2-TZVPD) of 2 unconnected molecules or ions with the total composition C8H12O2 at a distorted geometry.

Element x y z (Å)
C: 0.83 -0.02 -1.29
C: 1.75 -0.08 -0.33
C: 1.56 -0.85 0.92
C: 2.83 -1.10 1.70
O: 0.48 -1.25 1.30
H: -0.24 -0.55 -1.13
H: 1.00 0.52 -2.21
H: 2.70 0.43 -0.44
H: 3.23 -0.15 2.06
H: 2.63 -1.75 2.55
H: 3.58 -1.56 1.06
C: -2.89 -0.62 -1.61
C: -2.07 -0.32 -0.62
C: -1.33 1.10 -0.64
C: -1.07 1.60 0.76
O: -1.39 1.80 -1.62
H: -2.93 0.00 -2.49
H: -3.53 -1.50 -1.59
H: -2.07 -0.85 0.32
H: -2.02 1.87 1.21
H: -0.61 0.82 1.36
H: -0.42 2.47 0.71

The total charge is 0. The value obtained for the relative energy (zero: lowest compared OMol25 entry of this formula, charge and spin) is 219.5 kJ/mol. As for the spin multiplicity: 1. Its SMILES is C=CC(C)=O.C=CC(C)=O. As for the HOMO-LUMO gap: 9.7 eV. For the highest occupied orbital energy, the calculation gives -9.6276 eV.

=====

[4]
The following is a DFT calculation (ωB97M-V/def2-TZVPD) of a single C3H5BCl2 molecule at a distorted geometry.

Element x y z (Å)
B: -1.09 0.17 1.34
C: 0.15 -0.64 0.84
Cl: 0.74 -1.87 1.90
C: 0.69 -0.40 -0.31
C: 0.22 0.59 -1.28
Cl: 2.07 -1.31 -0.86
H: -1.00 1.06 2.12
H: -2.15 -0.14 0.92
H: -0.64 1.16 -0.96
H: 0.00 0.09 -2.21
H: 1.01 1.30 -1.50

The total charge is 0. As for the spin multiplicity: 1. Its SMILES is B/C(Cl)=C(\C)Cl. As for the HOMO-LUMO gap: 9.0 eV. For the highest occupied orbital energy, the calculation gives -9.2874 eV.

=====

[5]
The following is a DFT calculation (ωB97M-V/def2-TZVPD) of a molecular structure, C25H29CrN5O2 at a distorted geometry.

Element x y z (Å)
Cr: 0.37 0.53 -0.17
C: -2.31 -2.23 -2.05
C: -1.14 -1.44 -1.57
N: -1.18 -0.68 -0.54
N: -2.34 -0.55 0.18
C: -2.10 0.37 1.11
O: -0.97 0.97 1.26
C: -3.19 0.71 2.05
C: -4.49 0.25 1.84
C: -5.49 0.59 2.73
C: -5.20 1.39 3.83
C: -3.90 1.85 4.04
C: -2.90 1.51 3.15
C: 0.18 -1.50 -2.22
C: 0.46 -2.32 -3.29
C: 1.74 -2.35 -3.81
C: 2.72 -1.57 -3.23
C: 2.38 -0.76 -2.16
N: 1.13 -0.71 -1.68
H: -3.16 -2.04 -1.42
H: -2.08 -3.30 -2.04
H: -2.55 -1.95 -3.09
H: -4.69 -0.38 0.98
H: -6.50 0.23 2.57
H: -5.99 1.65 4.53
H: -3.68 2.46 4.91
H: -1.88 1.86 3.30
H: -0.34 -2.93 -3.71
H: 1.98 -3.00 -4.65
H: 3.75 -1.58 -3.58
H: 3.12 -0.14 -1.68
C: 2.36 1.48 0.08
C: 2.28 0.29 0.88
C: 1.67 0.67 2.12
C: 1.35 2.01 2.07
C: 1.74 2.51 0.80
H: 2.93 1.62 -0.82
H: 2.84 -0.62 0.73
H: 1.44 -0.02 2.93
H: 0.80 2.56 2.82
H: 1.62 3.53 0.46
C: -2.05 3.44 -0.14
N: -2.11 3.22 -1.59
C: -3.19 3.92 -2.29
C: -2.81 4.18 -3.73
C: -2.41 2.87 -4.36
N: -1.36 2.23 -3.56
C: -0.46 1.33 -4.28
C: -1.25 2.40 -2.21
O: -0.35 1.78 -1.59
H: -1.96 4.51 0.06
H: -1.21 2.93 0.30
H: -2.96 3.07 0.34
H: -3.38 4.85 -1.77
H: -4.11 3.33 -2.23
H: -1.97 4.88 -3.76
H: -3.65 4.62 -4.27
H: -2.01 3.02 -5.36
H: -3.27 2.20 -4.45
H: 0.00 1.87 -5.10
H: -1.01 0.48 -4.69
H: 0.31 0.97 -3.62

The total charge is +1. As for the spin multiplicity: 2. As for the HOMO-LUMO gap (alpha / beta): 7.0 / 7.4 eV. Its expectation value of S² is 0.791. For the highest occupied orbital energy (alpha / beta), the calculation gives -10.8968 / -10.9409 eV.

=====

[6]
The following is a DFT calculation (ωB97M-V/def2-TZVPD) of a molecular structure, C3H7IInNO7S3 at a distorted geometry.

Element x y z (Å)
O: 3.29 -2.18 0.34
S: 2.07 -1.45 -0.33
O: 2.51 -1.16 -1.79
O: 0.77 -2.56 -0.29
C: 1.77 0.13 0.65
C: 1.57 1.47 -0.27
C: 0.02 2.06 -0.04
S: -1.26 1.11 -1.05
O: -0.64 0.98 -2.50
O: -2.53 1.97 -1.19
N: -1.53 -0.53 -0.51
S: -2.73 -0.62 0.75
O: -4.14 -0.15 0.27
O: -2.91 -2.15 1.12
I: -2.09 0.46 2.84
H: 0.27 -2.55 -1.18
H: 2.77 0.30 1.28
H: 0.87 0.08 1.40
H: 2.27 2.37 0.09
H: 1.80 1.33 -1.41
H: 0.04 3.16 -0.51
H: -0.25 2.18 1.09
In: -1.94 -4.23 1.22

The total charge is +2. The value obtained for the relative energy (zero: lowest compared OMol25 entry of this formula, charge and spin) is 378.6 kJ/mol. As for the spin multiplicity: 1. As for the HOMO-LUMO gap: 2.9 eV. For the highest occupied orbital energy, the calculation gives -17.2629 eV.

=====

[7]
The following is a DFT calculation (ωB97M-V/def2-TZVPD) of a molecular structure, C45H59CrGe2N2O5P2STe at a distorted geometry.

Element x y z (Å)
Cr: -0.27 0.11 0.09
C: -0.62 5.32 4.84
C: -1.33 4.68 3.68
C: -2.69 4.84 3.46
C: -3.20 4.22 2.33
N: -2.47 3.48 1.51
C: -1.17 3.33 1.83
S: -0.11 2.43 0.74
N: -0.58 3.93 2.87
H: -1.21 6.13 5.27
H: 0.34 5.70 4.52
H: -0.44 4.58 5.62
H: -3.31 5.43 4.11
H: -4.25 4.33 2.07
C: -4.80 4.23 -1.22
C: -4.60 2.74 -1.08
O: -3.27 2.44 -1.50
P: -2.68 0.97 -1.27
O: -1.23 1.05 -1.69
Te: -2.92 0.18 0.95
O: -3.50 0.06 -2.30
C: -4.62 -0.76 -1.93
C: -4.21 -2.20 -1.79
H: -5.82 4.50 -0.92
H: -4.64 4.54 -2.25
H: -4.09 4.76 -0.59
H: -5.32 2.18 -1.69
H: -4.72 2.44 -0.03
H: -5.35 -0.62 -2.72
H: -5.06 -0.39 -1.00
H: -3.88 -2.62 -2.74
H: -5.07 -2.78 -1.43
H: -3.40 -2.30 -1.07
C: -0.36 -1.40 1.44
C: -0.72 -2.29 2.18
C: -1.33 -3.18 3.13
C: -1.81 -2.64 4.33
C: -2.42 -3.45 5.28
C: -2.55 -4.81 5.05
C: -2.08 -5.35 3.87
C: -1.47 -4.55 2.92
H: -1.69 -1.57 4.51
H: -2.78 -3.01 6.20
H: -3.03 -5.44 5.79
H: -2.18 -6.42 3.68
H: -1.11 -4.98 1.99
C: 1.17 0.45 -3.32
P: 1.60 0.63 -1.57
C: 3.28 -0.08 -1.59
C: 2.03 2.41 -1.55
H: 1.93 0.98 -3.90
H: 0.19 0.88 -3.51
H: 1.17 -0.60 -3.60
H: 3.94 0.59 -2.14
H: 3.23 -1.05 -2.08
H: 3.67 -0.21 -0.59
H: 2.71 2.60 -2.38
H: 2.51 2.69 -0.61
H: 1.13 3.02 -1.67
C: -2.76 -6.51 -4.66
C: -2.06 -5.39 -3.92
C: -2.03 -4.11 -4.44
C: -1.39 -3.06 -3.78
C: -1.39 -1.68 -4.38
C: -0.75 -3.32 -2.57
C: -0.75 -4.61 -2.04
C: -0.04 -4.87 -0.74
C: -1.41 -5.63 -2.71
C: -0.05 -2.23 -1.79
O: 1.18 -2.17 -1.82
O: -0.82 -1.49 -1.10
H: -3.57 -6.13 -5.28
H: -3.18 -7.24 -3.96
H: -2.07 -7.05 -5.31
H: -2.54 -3.90 -5.38
H: -2.26 -1.54 -5.03
H: -0.49 -1.52 -4.98
H: -1.43 -0.91 -3.61
H: -0.34 -4.14 0.01
H: 1.04 -4.77 -0.86
H: -0.25 -5.88 -0.37
H: -1.43 -6.62 -2.28
C: 3.92 -2.85 0.15
Ge: 3.00 -2.27 1.78
C: 2.01 -3.90 2.24
C: 4.40 -2.16 3.17
Ge: 1.68 -0.15 1.74
C: 3.14 1.25 1.76
C: 2.91 2.58 2.14
C: 3.94 3.51 2.16
C: 5.23 3.15 1.80
C: 5.49 1.83 1.45
C: 4.45 0.90 1.44
C: 1.10 -0.02 3.64
C: 0.51 1.13 4.13
C: 0.09 1.23 5.45
C: 0.29 0.17 6.33
C: 0.90 -0.99 5.86
C: 1.29 -1.08 4.53
H: 4.26 -3.87 0.32
H: 4.79 -2.23 -0.09
H: 3.24 -2.84 -0.69
H: 2.72 -4.73 2.14
H: 1.19 -4.06 1.54
H: 1.60 -3.90 3.25
H: 4.66 -3.18 3.46
H: 4.05 -1.62 4.05
H: 5.29 -1.66 2.80
H: 1.92 2.91 2.41
H: 3.72 4.54 2.44
H: 6.03 3.88 1.80
H: 6.49 1.52 1.19
H: 4.69 -0.12 1.17
H: 0.36 1.98 3.48
H: -0.39 2.13 5.80
H: -0.03 0.24 7.36
H: 1.06 -1.83 6.52
H: 1.73 -2.01 4.19

The total charge is -1. The value obtained for the relative energy (zero: lowest compared OMol25 entry of this formula, charge and spin) is 29.6 kJ/mol. As for the spin multiplicity: 3. As for the HOMO-LUMO gap (alpha / beta): 6.9 / 6.7 eV. Its expectation value of S² is 2.254. For the highest occupied orbital energy (alpha / beta), the calculation gives -4.7405 / -4.4804 eV.

=====

[8]
The following is a DFT calculation (ωB97M-V/def2-TZVPD) of 2 unconnected molecules or ions with the total composition C5H6N2O at a distorted geometry.

Element x y z (Å)
C: 1.82 -0.51 -0.86
C: -1.22 -1.39 0.22
C: 1.69 -1.66 -0.23
C: 1.59 -0.78 0.99
C: -1.62 0.94 -0.80
N: 1.61 0.31 0.33
N: -1.72 -0.43 -0.25
O: -0.90 -2.41 0.67
H: 1.80 -0.09 -1.78
H: 1.56 -2.72 -0.40
H: 1.44 -1.07 2.06
H: -1.18 1.70 0.04
H: -0.97 0.90 -1.62
H: -2.64 1.14 -1.26

The total charge is 0. The value obtained for the relative energy (zero: lowest compared OMol25 entry of this formula, charge and spin) is 444.2 kJ/mol. As for the spin multiplicity: 1. As for the HOMO-LUMO gap: 8.4 eV. For the highest occupied orbital energy, the calculation gives -8.6312 eV.

=====

[9]
The following is a DFT calculation (ωB97M-V/def2-TZVPD) of a molecular structure, C12H18N6O3S2Sn.

Element x y z (Å)
Sn: 0.16 1.02 0.71
C: 2.54 3.09 -0.50
C: 2.33 3.65 0.76
C: 1.10 4.21 1.07
C: 0.08 4.22 0.13
C: 0.28 3.65 -1.13
C: 1.51 3.08 -1.43
H: 3.51 2.67 -0.75
H: 3.14 3.66 1.48
H: 0.95 4.68 2.04
H: -0.85 4.73 0.35
H: -0.50 3.69 -1.87
H: 1.68 2.66 -2.42
N: -2.07 1.24 1.39
C: -3.03 0.40 0.61
C: -2.60 -1.06 0.68
C: -1.45 -1.43 -0.24
O: -1.30 -2.54 -0.68
O: -0.62 -0.43 -0.59
H: -2.16 1.03 2.39
H: -2.33 2.22 1.31
H: -3.01 0.76 -0.41
H: -4.04 0.53 0.99
H: -3.43 -1.73 0.46
H: -2.30 -1.31 1.70
C: -1.33 -4.00 -4.46
O: -1.05 -2.99 -3.41
C: 0.05 -2.38 -3.45
S: 1.41 -2.29 -4.40
S: 0.79 -1.19 -2.52
H: -2.14 -4.58 -4.06
H: -0.44 -4.60 -4.61
H: -1.63 -3.45 -5.35
N: 3.58 -2.24 2.95
N: 2.25 -1.89 2.83
N: 1.29 -2.68 3.25
C: 0.22 -2.02 2.86
N: 0.54 -0.88 2.24
N: 1.88 -0.82 2.23
H: 3.65 -2.88 3.73
H: 4.12 -1.40 3.05
H: -0.78 -2.37 3.05

The total charge is +2. The value obtained for the relative energy (zero: lowest compared OMol25 entry of this formula, charge and spin) is 69.4 kJ/mol. As for the spin multiplicity: 1. As for the HOMO-LUMO gap: 7.9 eV. For the highest occupied orbital energy, the calculation gives -15.1895 eV.

=====

[10]
The following is a DFT calculation (ωB97M-V/def2-TZVPD) of 2 unconnected molecules or ions with the total composition C7H12 at a distorted geometry.

Element x y z (Å)
C: 0.35 1.94 -0.81
C: 0.43 0.46 -1.06
C: 1.30 -0.31 -0.07
C: 0.28 -1.34 0.28
C: -0.85 -0.28 1.72
C: -0.60 -1.70 -0.78
C: -0.81 -0.37 -0.86
H: 0.09 2.17 0.22
H: 1.30 2.45 -1.02
H: -0.41 2.40 -1.45
H: 0.76 0.29 -2.09
H: 2.22 -0.72 -0.47
H: 1.54 0.33 0.79
H: 0.36 -2.05 1.06
H: -1.36 0.68 1.62
H: -0.03 -0.19 2.44
H: -1.55 -1.07 1.99
H: -1.43 -2.37 -0.58
H: -1.81 -0.02 -0.94

The total charge is 0. The value obtained for the relative energy (zero: lowest compared OMol25 entry of this formula, charge and spin) is 510.6 kJ/mol. As for the spin multiplicity: 1. As for the HOMO-LUMO gap: 7.7 eV. For the highest occupied orbital energy, the calculation gives -6.9502 eV.

=====

[11]
The following is a DFT calculation (ωB97M-V/def2-TZVPD) of 3 unconnected molecules or ions with the total composition C3H13N4 at a distorted geometry.

Element x y z (Å)
C: 2.59 -0.82 -0.23
C: -0.46 -1.71 0.27
C: 1.36 -0.06 -0.06
N: 1.41 2.53 -0.03
N: -3.22 0.27 -0.23
N: 0.17 -0.31 0.34
N: -0.73 0.64 0.74
H: 2.47 -1.63 -0.86
H: 2.90 -1.11 0.68
H: 3.32 -0.09 -0.74
H: -0.30 -2.09 1.29
H: -1.38 -1.52 -0.20
H: 0.07 -2.26 -0.38
H: 2.06 2.86 0.67
H: 1.74 2.31 -0.94
H: -2.97 -0.47 -0.89
H: -2.91 1.17 -0.63
H: -1.72 0.49 0.79
H: -0.20 1.51 0.72
H: -4.21 0.30 -0.29

The total charge is +1. The value obtained for the relative energy (zero: lowest compared OMol25 entry of this formula, charge and spin) is 780.8 kJ/mol. As for the spin multiplicity: 1. As for the HOMO-LUMO gap (alpha / beta): 7.6 / 7.6 eV. For the highest occupied orbital energy (alpha / beta), the calculation gives -13.5302 / -13.5292 eV.

=====

[12]
The following is a DFT calculation (ωB97M-V/def2-TZVPD) of a molecular structure, C36H30N6O17SV at a distorted geometry.

Element x y z (Å)
O: 0.60 -0.60 -1.08
V: -0.23 -0.36 0.18
S: -1.88 1.54 1.40
O: -1.48 2.37 2.53
O: -1.77 0.11 1.56
O: -3.18 2.04 1.11
O: -0.94 1.58 0.31
C: -0.98 4.93 -6.29
C: -1.92 4.13 -5.57
C: -1.45 3.15 -4.70
C: -0.10 2.84 -4.59
C: 0.83 3.67 -5.24
C: 0.37 4.70 -6.07
N: 0.35 1.66 -3.86
O: -0.46 0.98 -3.26
O: 1.55 1.50 -3.73
H: -1.31 5.74 -6.92
H: -2.97 4.27 -5.78
H: -2.18 2.45 -4.33
H: 1.89 3.47 -5.16
H: 1.19 5.23 -6.52
C: 6.24 -4.72 2.59
C: 5.60 -3.44 2.78
C: 4.60 -2.95 1.92
C: 4.19 -3.79 0.84
C: 4.77 -5.01 0.65
C: 5.76 -5.50 1.51
N: 3.05 -3.34 0.00
O: 2.69 -4.01 -0.96
O: 2.47 -2.31 0.33
H: 7.07 -5.07 3.19
H: 5.80 -2.87 3.68
H: 4.17 -1.96 2.01
H: 4.31 -5.61 -0.12
H: 6.22 -6.47 1.34
C: 3.65 5.20 -0.70
C: 3.98 5.13 0.59
C: 3.51 4.00 1.30
C: 2.73 3.03 0.68
C: 2.41 3.19 -0.66
C: 2.81 4.29 -1.37
N: 2.34 1.80 1.34
O: 1.63 1.00 0.71
O: 2.66 1.65 2.52
H: 3.97 5.99 -1.36
H: 4.66 5.82 1.08
H: 3.82 3.89 2.33
H: 1.81 2.44 -1.16
H: 2.63 4.58 -2.39
C: -5.16 -4.77 0.03
C: -4.11 -5.63 -0.37
C: -2.80 -5.28 -0.16
C: -2.56 -4.03 0.42
C: -3.57 -3.18 0.86
C: -4.87 -3.61 0.70
N: -1.19 -3.70 0.65
O: -0.38 -4.53 1.01
O: -0.83 -2.49 0.53
H: -6.17 -5.06 -0.22
H: -4.45 -6.52 -0.88
H: -2.07 -5.95 -0.59
H: -3.31 -2.28 1.39
H: -5.55 -2.90 1.14
C: 0.77 0.18 7.05
C: 0.38 0.92 5.93
C: 0.44 0.33 4.69
C: 0.87 -0.97 4.50
C: 1.33 -1.70 5.64
C: 1.30 -1.08 6.92
N: 0.97 -1.57 3.17
O: 0.83 -0.95 2.16
O: 1.05 -2.80 3.03
H: 0.71 0.59 8.05
H: 0.11 1.94 6.15
H: 0.18 1.03 3.91
H: 1.70 -2.71 5.61
H: 1.50 -1.63 7.83
C: -5.42 2.81 -2.91
C: -5.82 1.51 -3.32
C: -5.03 0.44 -3.04
C: -3.85 0.61 -2.28
C: -3.43 1.88 -1.93
C: -4.18 3.00 -2.31
N: -3.01 -0.60 -2.07
O: -3.34 -1.58 -2.73
O: -2.19 -0.55 -1.17
H: -6.04 3.68 -3.09
H: -6.76 1.43 -3.84
H: -5.36 -0.54 -3.36
H: -2.44 1.95 -1.51
H: -3.73 3.97 -2.21

The total charge is 0. The value obtained for the relative energy (zero: lowest compared OMol25 entry of this formula, charge and spin) is 0.0 kJ/mol. As for the spin multiplicity: 2. As for the HOMO-LUMO gap (alpha / beta): 6.8 / 6.8 eV. Its expectation value of S² is 0.769. For the highest occupied orbital energy (alpha / beta), the calculation gives -7.6690 / -7.6810 eV.